Record 1
Here is one molecule with the formula C4H5NO from the OMol25 dataset. Energies are from ωB97M-V/def2-TZVPD.

Each line ends with the Löwdin charge.
Atoms and positions in Å:
N  -3.06264  -1.03610  0.51721  0.1399
C  -1.94297  -0.89598  0.26368  -0.2134
C  -0.51759  -0.77683  -0.05983  -0.1237
C  0.10894  0.57491  0.25290  -0.3029
C  1.49264  0.75966  -0.17942  -0.1153
O  0.41295  1.35081  -0.88899  -0.0328
H  -0.37162  -0.94043  -1.13280  0.1352
H  0.00852  -1.57540  0.47348  0.1281
H  -0.26528  1.15063  1.10015  0.1522
H  2.14423  1.46120  0.33216  0.1136
H  1.99281  -0.07247  -0.67855  0.1189

Computed properties:
E_HOMO: -10.98 eV
max |F|: 1.16 eV/Å
orbital gap: 0.4325 hartree
net charge: 0
energy relative to the best compared isomer or geometry (same formula, charge and spin): 1.641 eV
LUMO: 0.7937 eV
SMILES string: N#CC[C@H]1CO1

=====

Record 2
Here is one molecule with the formula C4H5NO2 from the OMol25 dataset. Energies are from ωB97M-V/def2-TZVPD.

Each line ends with the Löwdin charge.
Atoms and positions in Å:
C  -0.36725  -2.26168  -0.57190  -0.0280
O  0.54403  -1.14863  -0.63389  -0.0025
C  0.03302  -0.04296  -0.15355  -0.4227
N  -1.03075  0.44888  0.28149  0.2447
C  0.14899  1.38472  -0.11040  -0.1371
C  0.66599  2.21011  1.02657  -0.2433
O  0.30946  2.05362  2.16713  0.0598
H  -0.23946  -2.76247  0.38849  0.0980
H  -1.40064  -1.91869  -0.68174  0.0942
H  -0.09435  -2.92425  -1.39272  0.0940
H  0.08665  1.91921  -1.06267  0.1251
H  1.34433  3.04215  0.74317  0.1177

Computed properties:
E_HOMO: -9.90 eV
max |F|: 0.58 eV/Å
orbital gap: 0.3934 hartree
net charge: 0
energy relative to the best compared isomer or geometry (same formula, charge and spin): 3.071 eV
LUMO: 0.8085 eV
SMILES string: COC1=N[C@H]1C=O

=====

Record 3
Here is C4H5NO2 as an isolated structure from the OMol25 dataset. Energies are from ωB97M-V/def2-TZVPD.

Each line ends with the Löwdin charge.
Atoms and positions in Å:
O  1.49812  1.79136  0.27350  0.0822
C  1.17405  1.07412  -0.63729  -0.2623
C  0.57896  -0.26308  -0.42409  -0.0216
C  0.28592  -0.76837  0.93057  -0.1737
N  -1.17226  -0.93768  0.75628  0.0446
C  -1.68929  -0.09394  -0.04858  -0.3306
O  -1.00431  0.61733  -0.90947  -0.0086
H  1.19329  1.36507  -1.69797  0.1318
H  0.66539  -1.03860  -1.18673  0.1484
H  0.71810  -1.73902  1.22550  0.1290
H  0.52375  -0.03488  1.71876  0.1267
H  -2.77172  0.02770  -0.00049  0.1341

Computed properties:
E_HOMO: -9.59 eV
max |F|: 2.47 eV/Å
orbital gap: 0.3367 hartree
net charge: 0
energy relative to the best compared isomer or geometry (same formula, charge and spin): 2.942 eV
LUMO: -0.4244 eV